Molecular formula: C30H49IrN6O3PS
Method: DFT, ωB97M-V/def2-TZVPD

ORCA input file:
```
! wB97M-V def2-TZVPD RIJCOSX def2/J DEFGRID3
* xyz 1 1
Ir -0.106 -0.447 -0.286
C 2.038 2.357 2.180
C 0.992 1.433 1.654
N 1.358 0.533 0.707
N 2.631 0.372 0.406
C 2.986 -0.542 -0.436
N 4.274 -0.696 -0.790
S 1.804 -1.633 -1.178
C -0.344 1.370 2.068
C -0.867 2.056 3.196
C -2.171 1.887 3.558
C -2.995 1.040 2.797
C -2.449 0.398 1.710
N -1.184 0.543 1.341
H 2.646 2.728 1.357
H 2.709 1.812 2.845
H 1.609 3.198 2.712
H 4.975 -0.204 -0.260
H 4.544 -1.517 -1.304
H -0.206 2.676 3.779
H -2.568 2.389 4.424
H -4.026 0.893 3.059
H -3.050 -0.259 1.100
C -1.704 -4.354 1.555
C -1.272 -3.128 0.834
N -0.484 -2.234 1.325
O -0.023 -2.422 2.615
C -1.712 -2.889 -0.519
C -2.535 -3.868 -1.295
N -1.306 -1.780 -1.052
O -1.432 -1.381 -2.226
H -1.170 -4.446 2.497
H -1.510 -5.230 0.939
H -2.774 -4.306 1.754
H 0.434 -1.608 2.864
H -3.413 -4.173 -0.734
H -1.947 -4.755 -1.526
H -2.840 -3.404 -2.230
O -0.864 1.471 -1.430
P -1.351 2.587 -2.304
C -1.267 4.161 -1.296
C -1.787 3.978 0.133
C -3.272 4.268 0.319
C -3.624 5.639 -0.246
C -3.272 5.709 -1.728
C -1.786 5.442 -1.954
C -3.135 2.313 -2.814
C -3.581 0.854 -2.754
C -3.301 0.083 -4.035
C -3.943 0.779 -5.226
C -3.364 2.180 -5.370
C -3.593 3.002 -4.103
C -0.256 2.844 -3.800
C 0.148 1.477 -4.388
C 1.663 1.288 -4.432
C 2.238 1.562 -3.049
C 1.958 2.999 -2.581
C 0.976 3.703 -3.512
H -0.178 4.258 -1.194
H -1.229 4.655 0.786
H -1.567 2.960 0.452
H -3.503 4.236 1.385
H -3.879 3.498 -0.160
H -3.064 6.405 0.293
H -4.687 5.840 -0.111
H -3.505 6.702 -2.118
H -3.883 4.996 -2.280
H -1.228 6.284 -1.532
H -1.577 5.420 -3.026
H -3.638 2.817 -1.980
H -4.657 0.834 -2.559
H -3.082 0.368 -1.915
H -3.692 -0.930 -3.938
H -2.227 0.003 -4.187
H -5.022 0.844 -5.076
H -3.762 0.211 -6.139
H -3.830 2.699 -6.211
H -2.299 2.102 -5.586
H -4.669 3.184 -4.014
H -3.107 3.974 -4.207
H -0.870 3.394 -4.518
H -0.258 1.354 -5.394
H -0.259 0.680 -3.761
H 2.118 1.939 -5.182
H 1.882 0.257 -4.719
H 3.309 1.357 -3.041
H 1.754 0.864 -2.364
H 2.882 3.579 -2.544
H 1.548 2.969 -1.568
H 1.470 3.904 -4.464
H 0.690 4.672 -3.100
*
```

Frontier orbital gap (alpha / beta): 6.5815 / 6.5724 eV
Energy: -69945.107 eV


Molecular formula: C30H49N3O7S
Method: DFT, ωB97M-V/def2-TZVPD

ORCA input file:
```
! wB97M-V def2-TZVPD RIJCOSX def2/J DEFGRID3
* xyz 0 1
C 0.280 0.836 1.577
C 0.940 0.835 0.219
O 0.397 -0.241 -0.571
C 0.545 -0.095 -1.912
C 1.830 0.220 -2.467
C 2.020 0.360 -3.800
C 3.386 0.749 -4.346
C 3.653 2.216 -4.081
C 2.764 3.164 -4.575
C 2.946 4.511 -4.324
C 4.036 4.910 -3.565
C 4.932 3.977 -3.085
C 4.747 2.627 -3.337
C 0.925 0.159 -4.687
N 0.925 0.255 -6.002
S -0.585 -0.060 -6.488
N -1.284 -0.321 -5.068
C -0.363 -0.173 -4.128
C -0.537 -0.286 -2.724
C -1.912 -0.585 -2.139
C -2.634 0.711 -1.891
C -3.209 1.482 -3.051
N -2.724 1.126 -0.694
H -0.341 1.708 1.731
H 1.025 0.839 2.369
H -0.316 -0.055 1.722
H 2.015 0.707 0.291
H 0.749 1.778 -0.287
H 2.645 0.342 -1.772
H 4.154 0.141 -3.884
H 3.367 0.570 -5.417
H 1.923 2.844 -5.168
H 2.248 5.240 -4.697
H 4.169 5.959 -3.354
H 5.772 4.336 -2.511
H 5.439 1.892 -2.958
H -2.464 -1.233 -2.811
H -1.765 -1.046 -1.174
H -2.980 2.536 -2.929
H -2.826 1.145 -4.003
H -4.290 1.391 -3.019
H -3.217 2.020 -0.694
C -5.442 -2.891 3.690
O -4.991 -2.501 2.405
C -4.511 -1.165 2.354
C -3.002 -1.097 2.431
O -2.506 -1.567 3.678
C -2.050 -2.907 3.633
H -5.507 -3.979 3.704
H -4.756 -2.573 4.478
H -6.436 -2.475 3.888
H -4.961 -0.566 3.153
H -4.828 -0.743 1.396
H -2.697 -0.053 2.333
H -2.553 -1.654 1.603
H -1.061 -2.960 3.164
H -2.741 -3.553 3.087
H -1.973 -3.266 4.659
C 7.892 5.551 -0.045
O 6.484 5.423 0.050
C 5.970 5.781 1.323
C 5.406 7.186 1.336
O 6.405 8.167 1.108
C 6.449 8.628 -0.231
H 8.156 5.543 -1.102
H 8.246 6.484 0.398
H 8.387 4.707 0.448
H 6.740 5.671 2.092
H 5.162 5.080 1.553
H 4.982 7.381 2.326
H 4.601 7.280 0.600
H 5.640 9.343 -0.416
H 6.375 7.806 -0.946
H 7.403 9.133 -0.375
C -5.130 -6.649 2.201
O -5.498 -6.925 3.542
C -6.384 -8.026 3.671
C -5.662 -9.297 4.064
O -4.758 -9.732 3.061
C -3.413 -9.364 3.314
H -4.254 -6.002 2.224
H -4.882 -7.559 1.652
H -5.941 -6.123 1.687
H -6.944 -8.177 2.744
H -7.099 -7.773 4.459
H -6.403 -10.091 4.197
H -5.141 -9.160 5.017
H -2.970 -10.026 4.065
H -3.332 -8.329 3.652
H -2.860 -9.472 2.382
*
```

Frontier orbital gap: 7.9146 eV
Energy: -61538.769 eV


Molecular formula: C30H50BCl3N2O2P2S2Ti
Method: DFT, ωB97M-V/def2-TZVPD

ORCA input file:
```
! wB97M-V def2-TZVPD RIJCOSX def2/J DEFGRID3
* xyz 0 1
Ti 0.489 -0.580 -0.640
C 0.646 2.015 -4.234
C 0.399 2.743 -2.909
C 1.744 2.912 -2.195
C -0.168 4.136 -3.194
P -0.668 1.678 -1.790
C -1.026 2.825 -0.379
N -0.923 2.059 0.829
B -0.302 0.772 0.958
N -0.304 0.519 2.377
C 0.360 -0.610 2.972
P 0.261 -1.907 1.666
C 1.637 -3.090 2.182
C 2.963 -2.375 1.880
C 1.671 -4.422 1.419
C 1.556 -3.397 3.681
C -1.459 -2.641 1.967
C -2.441 -1.841 1.101
C -1.518 -4.105 1.519
C -1.939 -2.544 3.417
C -0.832 1.611 3.052
C -1.003 1.852 4.402
C -1.582 3.062 4.783
C -1.969 4.001 3.836
C -1.789 3.763 2.474
C -1.220 2.563 2.092
C -2.393 1.449 -2.522
C -3.191 0.742 -1.412
C -2.380 0.542 -3.760
C -3.127 2.740 -2.900
H 1.463 2.514 -4.761
H 0.939 0.975 -4.079
H -0.228 2.046 -4.884
H 2.386 3.538 -2.822
H 1.648 3.402 -1.224
H 2.243 1.958 -2.045
H 0.593 4.703 -3.737
H -1.058 4.112 -3.816
H -0.396 4.695 -2.284
H -0.309 3.651 -0.384
H -2.023 3.260 -0.481
H 1.410 -0.388 3.187
H -0.119 -0.922 3.899
H 3.089 -2.204 0.809
H 3.058 -1.413 2.382
H 3.776 -3.021 2.223
H 1.601 -4.291 0.343
H 2.631 -4.897 1.639
H 0.893 -5.110 1.742
H 1.602 -2.501 4.302
H 0.653 -3.954 3.934
H 2.409 -4.026 3.952
H -2.221 -1.951 0.039
H -3.452 -2.227 1.264
H -2.445 -0.778 1.347
H -1.039 -4.270 0.554
H -1.058 -4.768 2.250
H -2.569 -4.395 1.427
H -2.117 -1.511 3.720
H -2.894 -3.071 3.494
H -1.250 -3.003 4.125
H -0.688 1.130 5.144
H -1.724 3.275 5.835
H -2.410 4.935 4.158
H -2.081 4.503 1.739
H -2.773 -0.238 -1.192
H -3.235 1.322 -0.488
H -4.216 0.595 -1.761
H -1.791 -0.357 -3.610
H -3.409 0.237 -3.974
H -2.009 1.065 -4.640
H -3.070 3.521 -2.141
H -2.764 3.147 -3.841
H -4.184 2.501 -3.043
C 4.764 1.436 0.316
C 3.654 0.668 -0.347
S 2.134 0.673 0.537
C 3.714 0.044 -1.534
C 4.913 -0.027 -2.439
S 2.289 -0.777 -2.133
H 4.439 2.457 0.529
H 5.658 1.488 -0.301
H 5.029 0.979 1.272
H 5.829 0.274 -1.934
H 4.774 0.615 -3.313
H 5.048 -1.045 -2.806
Cl -2.954 -3.560 -2.400
C -1.215 -3.708 -2.721
Cl -0.880 -3.322 -4.416
Cl -0.677 -5.339 -2.351
C -0.467 -2.666 -1.855
O 0.439 -2.993 -1.096
O -0.846 -1.459 -1.980
*
```

Frontier orbital gap: 7.3073 eV
Energy: -140609.663 eV


Molecular formula: C30H50BeCl2N3O7SSi
Method: DFT, ωB97M-V/def2-TZVPD

ORCA input file:
```
! wB97M-V def2-TZVPD RIJCOSX def2/J DEFGRID3
* xyz -1 1
C 2.891 -2.577 -3.981
C 2.239 -1.746 -5.044
H 2.857 -3.639 -4.255
H 2.382 -2.440 -3.018
H 3.953 -2.312 -3.846
C 2.155 -2.131 -6.333
C 2.683 -3.393 -6.915
H 1.720 -1.463 -7.071
H 2.363 -4.292 -6.374
H 3.780 -3.389 -6.976
H 2.309 -3.472 -7.942
Be 0.111 0.688 1.776
Cl 0.808 -1.111 1.163
C -0.099 2.872 0.285
O -0.520 1.785 0.768
N -0.928 3.671 -0.382
C -2.344 3.322 -0.495
C -0.423 4.866 -1.040
H 0.945 3.211 0.402
H -2.723 2.968 0.471
H -2.504 2.539 -1.249
H -2.876 4.226 -0.792
H 0.478 5.189 -0.514
H -1.184 5.646 -1.007
H -0.171 4.667 -2.089
H -3.453 1.508 4.098
H -1.523 0.788 6.564
C -3.455 0.427 4.302
C -1.848 -0.177 6.136
N -2.137 -0.037 4.709
H -3.765 -0.103 3.396
C -1.177 -0.109 3.794
O -1.301 0.366 2.634
H -1.040 -0.906 6.268
H -0.245 -0.609 4.099
H -4.137 0.203 5.126
H -2.766 -0.524 6.627
H 0.506 -3.663 1.283
H -0.922 -3.384 -1.047
C -0.365 -4.325 1.388
C -1.841 -3.616 -0.495
N -1.566 -3.637 0.934
H -0.483 -4.552 2.453
C -2.334 -2.908 1.746
O -3.227 -2.138 1.487
H -2.595 -2.852 -0.690
H -2.018 -3.090 2.910
H -0.229 -5.240 0.799
H -2.213 -4.598 -0.821
O 0.766 -0.608 -3.498
C 1.675 -0.393 -4.584
C -0.085 -0.068 -6.366
C 1.066 0.403 -5.731
H -0.592 -0.944 -5.957
C -0.503 0.528 -7.561
H 2.532 0.164 -4.164
C 1.715 1.551 -6.197
H -1.405 0.151 -8.043
C 0.249 1.557 -8.128
C 1.325 2.106 -7.418
H 2.545 1.956 -5.611
H -0.015 1.941 -9.118
H 1.875 2.954 -7.824
Si -0.729 0.040 -3.008
Cl -1.626 -3.355 4.306
C -2.154 -0.912 -3.748
C -0.712 1.879 -3.420
C -0.638 -0.268 -1.210
H -2.329 -0.687 -4.807
H -3.069 -0.641 -3.196
H -2.000 -1.997 -3.641
H -0.350 -1.303 -1.011
H -1.548 -0.038 -0.647
H 0.185 0.353 -0.853
H -0.618 2.060 -4.499
H 0.156 2.352 -2.936
H -1.618 2.400 -3.081
C 1.468 0.810 9.524
C 1.527 0.902 8.028
C 1.797 -0.234 7.258
C 1.985 -0.143 5.885
C 1.894 1.103 5.258
C 1.517 2.234 5.995
C 1.335 2.124 7.370
S 2.385 1.260 3.552
O 3.197 2.450 3.580
O 2.977 -0.011 3.223
O 1.085 1.491 2.806
H 0.625 0.192 9.855
H 2.387 0.351 9.909
H 1.368 1.804 9.968
H 1.893 -1.204 7.750
H 2.226 -1.022 5.297
H 1.393 3.194 5.498
H 1.075 3.010 7.954
*
```

Frontier orbital gap: 4.6290 eV
Energy: -94890.837 eV


Molecular formula: C30H50BrFeN7Si
Method: DFT, ωB97M-V/def2-TZVPD

ORCA input file:
```
! wB97M-V def2-TZVPD RIJCOSX def2/J DEFGRID3
* xyz 2 1
Fe -0.288 1.876 0.410
N -0.277 2.688 -3.973
C -0.682 2.487 -2.726
N 0.104 2.253 -1.708
C 1.476 2.170 -1.947
N 2.320 2.115 -0.978
N 1.652 2.071 0.242
C 2.314 2.474 1.247
C 1.593 2.443 2.520
C 2.177 2.760 3.730
C 1.385 2.743 4.871
C 0.054 2.382 4.755
C -0.447 2.066 3.501
N 0.298 2.111 2.396
C 1.963 2.201 -3.325
C 3.303 1.965 -3.652
C 3.722 2.097 -4.956
C 2.812 2.465 -5.954
C 1.482 2.668 -5.655
C 1.070 2.524 -4.335
H -0.957 2.909 -4.684
H -1.752 2.522 -2.570
H 3.327 2.853 1.159
H 3.228 3.013 3.776
H 1.804 3.010 5.831
H -0.595 2.347 5.619
H -1.483 1.779 3.377
H 3.991 1.687 -2.865
H 4.758 1.924 -5.211
H 3.153 2.590 -6.973
H 0.770 2.927 -6.429
N -2.361 1.620 0.624
C -3.284 2.554 -0.090
C -3.587 3.795 0.745
C -2.295 4.410 1.253
C -1.368 4.863 0.132
N -0.064 4.194 0.352
H -2.453 0.696 0.208
H -2.706 1.537 1.576
H -4.225 2.073 -0.356
H -2.781 2.818 -1.016
H -4.212 3.536 1.604
H -4.176 4.480 0.132
H -1.764 3.632 1.799
H -2.493 5.210 1.967
H -1.300 5.950 0.079
H -1.722 4.521 -0.840
H 0.315 4.515 1.239
H 0.596 4.468 -0.370
C -1.616 -3.067 2.744
C -1.707 -3.317 1.231
C -2.877 -2.459 0.723
C -2.053 -4.807 0.995
Si -0.054 -2.996 0.364
Br -0.071 -0.570 0.267
C 1.509 -3.288 1.379
C 2.781 -3.093 0.540
C 1.460 -4.759 1.858
C 1.644 -2.369 2.606
C 0.026 -3.378 -1.484
C 0.396 -4.874 -1.616
C -1.327 -3.141 -2.173
C 1.064 -2.544 -2.259
H -2.602 -3.245 3.183
H -1.332 -2.035 2.969
H -0.917 -3.734 3.247
H -3.782 -2.777 1.248
H -3.063 -2.557 -0.343
H -2.713 -1.404 0.949
H -2.967 -5.046 1.545
H -1.272 -5.483 1.352
H -2.236 -5.033 -0.056
H 2.849 -3.789 -0.295
H 3.647 -3.277 1.183
H 2.865 -2.074 0.153
H 1.390 -5.470 1.031
H 0.630 -4.953 2.538
H 2.385 -4.978 2.399
H 1.674 -1.316 2.322
H 2.589 -2.608 3.103
H 0.850 -2.504 3.336
H -0.306 -5.533 -1.100
H 1.397 -5.090 -1.242
H 0.377 -5.145 -2.676
H -2.120 -3.781 -1.789
H -1.215 -3.371 -3.237
H -1.648 -2.100 -2.090
H 2.084 -2.699 -1.918
H 0.847 -1.477 -2.209
H 1.020 -2.848 -3.310
*
```

Frontier orbital gap (alpha / beta): 7.7071 / 7.7166 eV
Energy: -154649.971 eV


- Which formula does entry 3 have?
  C30H50BCl3N2O2P2S2Ti